The following is a DFT calculation (ωB97M-V/def2-TZVPD) of C30H39AuBIN7O3S as an isolated structure.

Geometry as XYZ:
```
83
Properties=species:S:1:pos:R:3:forces:R:3:lowdin_charge:R:1
Au 0.414918 -0.850266 0.596836 0.057 -0.783 -0.190 1.386
I 4.092083 0.116499 -0.357112 -0.172 -0.025 -0.013 1.091
S -2.464714 0.265651 -0.201531 -0.079 0.265 0.105 0.565
O -0.949195 0.060325 -0.522924 -0.011 -0.298 -0.186 -0.487
O -3.194340 -0.873467 -0.685651 0.010 0.103 -0.039 -0.282
O -2.628313 0.664142 1.166041 -0.002 -0.028 -0.037 -0.266
N 1.097543 1.506453 1.171709 0.042 0.133 -0.136 0.052
N 0.466920 1.550809 2.373726 0.018 0.041 0.005 -0.047
N -0.749948 -0.563138 3.141681 -0.068 0.028 0.160 -0.007
N 1.714998 -0.564226 3.027128 0.101 -0.124 0.010 0.003
N 1.452962 -0.963465 -1.301653 -0.143 0.351 -0.055 -0.090
N -0.828340 -1.397432 2.084001 -0.044 0.450 -0.060 -0.036
N 1.805807 -1.404342 1.952647 0.001 0.111 -0.066 -0.051
C -3.170556 3.836289 -2.895162 -0.005 0.059 0.000 -0.261
C -3.062770 2.555653 -3.432792 0.006 -0.038 -0.008 -0.025
C -3.408922 5.028803 -3.779561 0.003 -0.028 0.027 -0.039
C -1.572522 -3.474680 0.007368 -0.048 0.006 -0.028 -0.075
C 2.508669 -3.650429 -0.013244 0.072 0.051 -0.012 -0.064
C 2.664311 -0.567910 -1.715398 0.051 0.093 0.366 -0.739
C 3.412656 -1.937714 3.369711 0.055 0.031 -0.040 0.010
C -2.287443 -3.368579 1.348172 -0.014 0.049 0.022 -0.336
C -1.766330 -0.823890 3.958671 0.008 -0.064 -0.007 -0.020
C 2.156315 -1.148903 -3.976177 0.037 0.003 -0.024 -0.019
C 0.910558 -1.578266 -3.549389 -0.017 -0.012 0.014 -0.014
C -0.156403 2.731595 2.528550 0.030 -0.088 0.097 -0.054
C -3.075265 3.994253 -1.513162 -0.010 -0.002 0.007 -0.030
C -2.524609 -1.839513 3.411819 -0.038 -0.010 -0.020 0.022
C 1.467807 3.019898 -0.760949 -0.033 -0.055 -0.047 -0.371
C -2.763955 1.644445 -1.246068 -0.013 -0.052 0.020 -0.290
C 4.735715 -3.529361 1.122142 0.005 -0.016 0.010 -0.064
C -3.804351 -3.439483 1.155433 -0.011 -0.006 0.009 -0.047
C -2.864287 1.454861 -2.616427 -0.011 0.023 0.034 -0.047
C 3.043653 -0.640405 -3.047144 -0.015 -0.019 -0.020 -0.115
C 0.571360 2.640110 -1.944341 0.043 0.012 0.039 -0.045
C -2.868767 2.907058 -0.681273 -0.003 -0.017 -0.026 -0.049
C 3.218907 -3.459725 1.318995 -0.006 -0.015 0.014 -0.350
C 0.861697 2.670695 0.571259 -0.003 0.125 0.086 -0.271
C 1.819652 4.504660 -0.827172 0.026 -0.004 0.000 -0.063
C 2.828863 -2.254031 2.140838 -0.086 -0.089 0.065 -0.255
C 0.591912 -1.461673 -2.216127 0.138 -0.010 -0.091 -0.117
C -1.911161 -2.186887 2.208336 0.010 -0.134 0.056 -0.214
C 0.068784 3.483808 1.402503 0.029 0.091 -0.102 -0.005
C 2.681507 -0.890435 3.884598 0.036 0.072 0.007 -0.027
B 0.484041 0.362549 3.326558 0.077 0.034 0.016 -0.506
H -0.379583 -1.761203 -1.855062 0.029 -0.002 -0.008 0.090
H -3.144748 2.419497 -4.503995 -0.001 0.001 0.000 0.117
H 2.338419 4.726133 -1.760574 -0.001 0.012 0.001 0.082
H 0.326742 1.578438 -1.945504 -0.003 -0.015 0.003 0.049
H -2.790036 3.022398 0.390698 0.007 0.003 0.001 0.111
H 4.246725 -2.437777 3.828277 -0.003 0.008 0.011 0.117
H -0.369235 3.193912 -1.909588 0.005 -0.005 -0.007 0.071
H -2.726304 5.841643 -3.530721 0.000 0.002 -0.003 0.085
H 2.440788 -1.214772 -5.017878 -0.008 0.005 0.000 0.126
H 2.657564 -4.675370 -0.351829 0.004 0.001 -0.006 0.096
H 2.774090 -0.357467 4.816018 -0.006 -0.010 0.002 0.138
H 2.921622 -2.991875 -0.778484 -0.011 -0.030 0.034 0.059
H 2.942343 -4.303815 1.959995 -0.040 -0.002 -0.012 0.150
H -4.157107 -2.572828 0.599482 -0.003 -0.028 0.013 0.072
H 5.276211 -3.500900 2.066725 0.000 0.002 -0.001 0.076
H 1.437596 -3.480369 0.058060 -0.022 -0.041 -0.009 0.031
H -4.332534 -3.485998 2.106688 0.001 -0.013 0.002 0.076
H 1.074030 2.886606 -2.882214 -0.010 -0.002 -0.007 0.086
H -4.053881 -4.340304 0.594424 -0.014 -0.003 0.001 0.089
H -0.695970 2.958700 3.433555 -0.004 0.001 -0.001 0.132
H 4.028418 -0.304973 -3.335617 -0.001 0.002 0.005 0.100
H 5.084229 -2.703031 0.502421 0.005 -0.008 0.006 0.036
H 4.993426 -4.462183 0.620380 0.003 -0.002 0.003 0.090
H -0.494062 -3.369394 0.113231 0.035 -0.071 -0.002 0.025
H -4.425104 5.404351 -3.647833 -0.001 -0.001 -0.003 0.091
H -1.991737 -4.235520 1.950733 0.028 0.002 -0.024 0.149
H 0.917569 5.119591 -0.799060 0.000 0.000 0.002 0.080
H -1.762790 -4.458952 -0.420966 0.005 -0.003 0.000 0.096
H 0.185122 -1.993429 -4.233589 -0.002 -0.001 0.005 0.123
H 0.515482 0.715159 4.469175 0.022 -0.026 -0.002 0.127
H -1.948953 -2.725717 -0.689903 0.016 -0.033 0.054 0.051
H -3.167725 4.984500 -1.083073 0.001 0.001 -0.003 0.123
H -2.800959 0.456984 -3.030779 -0.003 0.003 -0.009 0.119
H -3.399688 -2.298356 3.835452 0.000 0.014 0.006 0.118
H 2.461485 4.803597 0.001980 -0.007 0.003 0.001 0.087
H -3.277319 4.777321 -4.830336 0.002 0.002 -0.002 0.078
H -0.250735 4.496204 1.224607 -0.015 -0.009 -0.007 0.110
H 2.396187 2.447157 -0.837725 -0.034 0.028 -0.001 0.058
H -1.869029 -0.288296 4.887360 0.000 0.006 -0.004 0.139
```
Positions in Å, forces in eV/Å.

Calculated values
LUMO ... -4.5 eV
Energy above the lowest of the compared OMol25 structures with the same formula, charge and spin ... 0.7129 eV
M ... 912.44 g mol⁻¹
Net charge ... +1